Entry 1:
C5H10O2 | ωB97M-V with the def2-TZVPD basis set

Computed properties:
SMILES string   CO[C@H]1C/C1=C/O.[H][H]
ΔE to the lowest compared entry with this formula, charge and spin   115.85 kcal per mole
Orbital gap   9.5 eV
Highest occupied orbital energy   -8.511 eV
Charge   0
DFT total energy   -346.840812 Ha

Each line ends with the natural charge from an NBO analysis.
Positions of all 17 atoms, in Å:
C -0.43325 -2.07535 -1.30012  -0.2444
O 0.25626 -1.24563 -0.40373  -0.5364
C 0.02725 0.11236 -0.59187  0.0558
C -1.27949 0.79183 -0.16316  -0.4475
C -0.07691 0.82078 0.66844  -0.1461
C 0.43352 0.71807 1.88095  0.1611
O 1.61201 0.08607 2.12891  -0.6756
H -0.09928 -1.91045 -2.33342  0.1669
H -1.51577 -1.89952 -1.23919  0.1701
H -0.21106 -3.10008 -0.99843  0.1945
H 0.50569 0.54210 -1.48269  0.1923
H -1.58627 1.65272 -0.76256  0.2254
H -2.08612 0.19314 0.24392  0.2288
H -0.00528 1.18860 2.75416  0.1815
H 1.72453 -0.57110 1.42391  0.4906
H 0.75134 2.76699 -0.28878  -0.0563
H 0.79268 2.45182 0.40176  0.0395

Entry 2:
C5H10O2 | ωB97M-V with the def2-TZVPD basis set

Computed properties:
SMILES string   CC(=O)[C@H]1CCO1.[H][H]
ΔE to the lowest compared entry with this formula, charge and spin   69.78 kcal per mole
Orbital gap   10.4 eV
Highest occupied orbital energy   -9.447 eV
Charge   0
DFT total energy   -346.914223 Ha

Each line ends with the natural charge from an NBO analysis.
Positions of all 17 atoms, in Å:
C 1.78287 -0.74293 1.33277  -0.7237
C 0.34174 -0.58684 0.92027  0.5900
O -0.58009 -0.77954 1.68498  -0.5397
C 0.12339 -0.13392 -0.51954  0.0016
C -1.13926 0.67600 -0.81843  -0.4503
C -0.15930 1.83719 -1.03749  -0.0561
O 0.98176 0.98382 -0.81534  -0.5316
H 1.83896 -1.32863 2.25193  0.2362
H 2.37913 -1.20664 0.54025  0.2294
H 2.19924 0.25493 1.50381  0.2528
H 0.31972 -0.98087 -1.19476  0.1977
H -1.68293 0.35734 -1.71013  0.2176
H -1.82770 0.76663 0.02354  0.2322
H -0.21214 2.64256 -0.29532  0.1752
H -0.13930 2.27065 -2.04279  0.1779
H -2.21409 -2.21527 -0.20942  -0.0327
H -2.01201 -1.81449 0.38569  0.0233